Density functional theory data (ωB97M-V/def2-TZVPD) for an isolated molecule of C6H6.

Geometry as XYZ:
```
12
Properties=species:S:1:pos:R:3:forces:R:3
C -1.0484 -2.3089 0.0271 -0.362 -2.763 0.388
C -0.1268 -1.5784 0.9601 0.514 -1.141 0.794
C -1.3517 -0.6115 0.6248 0.352 1.394 -0.336
C -0.0313 -1.6740 -0.7511 -2.510 4.004 2.139
C -0.1094 -0.3715 -0.0568 2.470 0.887 -3.186
C 0.8774 0.8558 -0.0588 -4.986 -1.960 1.509
H -2.1209 -0.9700 -0.0852 -0.584 0.483 0.517
H -1.5007 -0.0212 1.5311 -0.865 -0.566 -0.211
H 0.6835 -2.0807 -1.3619 1.787 -0.998 -0.996
H 0.8096 1.5009 -0.8666 0.251 0.746 -1.774
H 1.7249 0.4181 0.2366 3.924 -0.975 0.425
H 0.4973 1.3699 0.7964 0.009 0.889 0.731
```
Forces are in eV/Å.

* frontier orbital gap: 9.6 eV
* LUMO: 0.83 eV
* relative energy (zero: lowest compared OMol25 entry of this formula, charge and spin): 8.145 eV
* 2S+1: 1
* net charge: 0